[1]
DFT (wB97M-V/def2-TZVPD) results for a 8-piece molecular cluster, C29H68O12 overall in a non-equilibrium geometry.

Summary:
- calculated total energy (Eh) = -2048.268693
- SMILES = C1CCOC1.C1CCOC1.C1CCOC1.COCCOC.COCCOC.COCCOC.COCCOC.CO
- highest occupied orbital energy (eV) = -9.45

Positions of all 109 atoms, in Å:
O 3.714 -26.987 -31.393
O -2.644 -24.017 -17.215
O -3.629 -23.567 -21.772
O -0.251 -25.247 -17.405
O 2.230 -27.412 -29.049
O 5.419 -21.890 -26.800
O -7.273 -31.344 -24.521
O -3.348 -15.659 -20.612
O -8.801 -23.462 -31.675
O -8.297 -24.286 -29.022
O -10.408 -26.000 -16.896
O 3.285 -22.542 -25.076
C -3.424 -24.913 -22.168
C -4.971 -31.124 -24.849
C -4.133 -14.652 -21.280
C 3.129 -21.634 -26.124
C 2.700 -22.028 -23.841
C 6.370 -22.166 -27.810
C -5.508 -32.197 -25.741
C -1.373 -25.995 -16.963
C -3.588 -23.037 -16.767
C -6.948 -31.844 -25.836
C -8.915 -25.698 -18.753
C -9.285 -26.804 -16.677
C -6.116 -30.948 -23.793
C -3.289 -16.184 -22.885
C 0.888 -26.058 -17.698
C -3.656 -14.765 -22.747
C 3.301 -28.287 -29.295
C -8.708 -27.008 -18.066
C 3.657 -26.994 -32.763
C 4.084 -22.053 -27.302
C 1.727 -27.506 -27.740
C -7.677 -25.271 -28.247
C -8.020 -22.668 -30.818
C 3.505 -28.320 -30.802
C -2.642 -16.454 -21.495
C -2.327 -25.017 -16.286
C -7.334 -23.540 -29.763
C -9.898 -25.015 -17.872
C -10.237 -23.311 -31.575
H -7.064 -25.896 -28.897
H 4.334 -27.701 -33.242
H -2.553 -16.395 -23.661
H -1.777 -24.642 -15.424
H -5.080 -32.252 -26.742
H -7.086 -31.045 -26.565
H -2.660 -17.490 -21.157
H -9.534 -27.723 -16.146
H 6.604 -23.231 -27.798
H -4.399 -14.608 -23.529
H -1.131 -26.836 -16.314
H 2.585 -28.738 -31.211
H -4.925 -30.212 -25.444
H -10.544 -23.504 -30.547
H -3.572 -23.600 -20.815
H -6.822 -22.930 -29.018
H -4.005 -31.344 -24.394
H -7.940 -25.213 -18.793
H -5.193 -14.881 -21.391
H -6.225 -29.922 -23.439
H -10.679 -22.353 -31.847
H 1.623 -21.898 -23.946
H 2.121 -21.640 -26.539
H -10.799 -24.642 -18.358
H 3.800 -25.974 -33.120
H 3.098 -29.322 -29.019
H -5.444 -33.172 -25.257
H -4.578 -23.485 -16.678
H -8.623 -21.880 -30.368
H 2.699 -22.784 -23.056
H -2.830 -14.094 -22.985
H 6.041 -21.916 -28.818
H -2.440 -25.308 -21.915
H -4.067 -25.534 -21.545
H -8.447 -25.875 -27.768
H -5.918 -31.638 -22.973
H 3.861 -21.384 -28.133
H 4.438 -28.850 -30.997
H 3.381 -20.598 -25.899
H -3.514 -25.023 -23.248
H 2.672 -27.179 -33.191
H 1.084 -26.881 -17.010
H 1.408 -28.524 -27.517
H -1.804 -26.369 -17.891
H 0.687 -26.491 -18.677
H -6.676 -24.209 -30.319
H 7.252 -21.566 -27.589
H 2.517 -27.267 -27.028
H 3.903 -23.087 -27.594
H -3.227 -22.660 -15.810
H -3.632 -22.184 -17.444
H -7.335 -22.136 -31.477
H -3.883 -13.672 -20.873
H -7.571 -32.723 -25.999
H 4.239 -28.002 -28.819
H 3.145 -21.097 -23.489
H -4.145 -16.851 -22.988
H 0.934 -26.775 -27.583
H -7.646 -27.232 -17.975
H -9.324 -25.807 -19.758
H -1.610 -16.105 -21.456
H -9.589 -24.205 -17.211
H -3.210 -25.538 -15.914
H -7.065 -24.884 -27.433
H -10.777 -24.029 -32.193
H 1.845 -25.540 -17.750
H -9.144 -27.816 -18.654
H -8.622 -26.420 -15.901

Atomic partial charges in e from the Mulliken method, atoms 1 to 2: -0.26, -0.24

---

[2]
DFT (wB97M-V/def2-TZVPD) results for a 10-piece molecular cluster, C15H50O16 overall in a non-equilibrium geometry.

Summary:
- calculated total energy (Eh) = -1805.118302
- SMILES = CC(C)O.OCCO.OCCO.OCCO.OCCO.OCCO.OCCO.O.O.O
- highest occupied orbital energy (eV) = -9.74
- relative energy (zero: lowest compared OMol25 entry of this formula, charge and spin) (eV) = 1.321

Positions of all 81 atoms, in Å:
O -9.732 2.359 -0.575
O 5.789 -7.330 0.423
O -2.100 -3.573 -9.170
O 7.536 -9.206 2.173
O 0.433 3.779 -8.108
O 0.364 -5.770 1.484
O -3.304 4.262 -2.715
O -2.873 -0.819 9.587
O -6.523 0.688 -1.068
O -0.038 -0.223 1.121
O 7.876 -5.009 5.008
O -3.450 -1.019 -6.865
O 4.105 8.128 7.147
O -4.731 -3.051 8.551
O 2.513 8.391 4.395
O -1.482 5.878 -7.785
C 0.951 0.769 0.985
C -3.307 -3.026 8.463
C 6.393 -8.588 -0.007
C 1.898 0.645 2.257
C 4.565 8.094 5.758
C 1.785 0.425 -0.282
C -8.542 1.921 -1.224
C -2.706 -2.199 -7.166
C -0.190 6.070 -8.317
C 7.671 -9.080 0.800
C -7.703 1.078 -0.278
C 0.088 4.743 -9.045
C 3.509 7.471 4.794
C -2.583 -2.338 -8.683
C -2.773 -1.554 8.351
H -1.459 5.594 -6.869
H -3.694 4.644 -1.928
H 4.880 9.102 5.490
H -3.548 -2.266 -9.185
H -10.184 1.556 -0.306
H 0.850 4.881 -9.812
H -1.998 -0.781 9.978
H -7.400 1.532 0.665
H -1.694 -1.631 8.219
H 3.940 7.103 3.863
H -2.867 -3.644 7.680
H -0.410 3.392 -7.860
H 2.167 8.119 3.541
H 0.629 6.320 -7.643
H -1.991 -3.488 -10.120
H 1.175 0.477 -1.183
H -3.010 -3.510 9.393
H 8.618 -4.445 5.225
H -5.845 0.391 -0.457
H 3.062 6.619 5.307
H 0.390 -1.080 1.179
H 5.694 -9.422 0.061
H -8.122 0.114 0.010
H 2.193 -0.373 2.513
H 0.244 -6.614 1.920
H 7.481 -8.344 2.591
H 2.546 1.158 -0.552
H 6.444 -6.650 0.250
H 1.536 1.178 3.135
H -3.158 -1.061 7.459
H -4.986 -2.485 9.284
H 7.910 -10.067 0.403
H -0.241 6.886 -9.037
H -7.999 2.805 -1.559
H 8.527 -8.434 0.604
H -0.783 4.330 -9.553
H 2.146 -0.592 -0.129
H 6.649 -8.452 -1.058
H 1.225 -5.835 1.070
H -3.203 -3.075 -6.750
H 5.411 7.428 5.590
H 4.882 8.350 7.666
H -3.620 3.359 -2.725
H -1.984 -1.534 -9.110
H 0.445 1.732 0.929
H 2.802 1.223 2.063
H -3.865 -1.143 -6.008
H -8.771 1.313 -2.099
H -1.718 -2.160 -6.707
H 7.264 -4.434 4.547

Atomic partial charges in e from the Mulliken method, atoms 1 to 2: -0.52, -0.51

---

[3]
DFT (wB97M-V/def2-TZVPD) results for C5H8O in the gas phase in a non-equilibrium geometry.

Summary:
- calculated total energy (Eh) = -270.470295
- SMILES = C=C=C(C)CO
- highest occupied orbital energy (eV) = -9.28
- relative energy (zero: lowest compared OMol25 entry of this formula, charge and spin) (eV) = 2.384

Positions of all 14 atoms, in Å:
O -0.472 2.186 0.364
C -0.178 -0.244 0.105
C 1.837 0.267 -1.279
C -0.977 0.903 0.623
C -0.655 -1.643 0.255
C 1.030 0.010 -0.301
H 1.398 0.330 -2.267
H -1.967 0.857 0.173
H 0.489 2.156 0.468
H 0.025 -2.367 -0.208
H 2.865 0.485 -1.125
H -1.647 -1.742 -0.190
H -0.720 -1.853 1.323
H -1.066 0.706 1.697

Atomic partial charges in e from the natural (NBO) method, atoms 1 to 2: -0.70, -0.06